Entry 1:
Entry from the Open Molecules 2025 dataset: a cluster of 7 separate species, C15H32BClN10O5P3 in total (the ωB97M-V functional and the def2-TZVPD basis).

Structure (XYZ):
```
67
C15H32BClN10O5P3 (the ωB97M-V functional and the def2-TZVPD basis)
C -1.775 -1.062 3.569
C -1.941 0.089 2.563
B -0.624 0.859 2.277
O 0.473 0.840 3.074
N -0.630 1.727 0.982
Cl -2.061 2.610 0.723
C 0.331 1.769 0.108
N 1.461 1.034 0.423
P 2.572 0.666 -0.876
N 3.716 1.743 -0.995
N 0.330 2.484 -1.118
P -0.760 1.868 -2.339
O -0.736 0.390 -2.395
P 0.456 4.201 -1.026
O 1.408 4.774 -1.967
O 0.810 4.476 0.510
O -1.033 4.746 -1.291
H -2.769 -1.390 3.869
H -1.294 -0.674 4.467
H -1.192 -1.880 3.160
H -2.418 -0.193 1.618
H -2.610 0.831 3.037
H 0.867 -0.050 3.058
H 1.951 1.482 1.198
H 3.058 -0.621 -0.566
H 1.867 0.528 -2.084
H 3.550 2.462 -0.296
H -0.300 2.486 -3.516
H -2.051 2.342 -2.055
H 0.012 4.669 1.026
H -0.964 5.565 -1.806
C 2.459 -3.934 0.545
C 1.661 -2.907 1.214
N 1.016 -2.131 1.760
H 1.853 -4.824 0.392
H 2.804 -3.567 -0.420
H 3.319 -4.189 1.160
C -5.942 -2.446 1.998
C -5.446 -1.919 3.268
N -5.051 -1.510 4.264
H -5.150 -3.006 1.505
H -6.792 -3.101 2.179
H -6.253 -1.625 1.355
C -2.538 -2.655 -2.033
C -2.658 -2.322 -0.613
N -2.751 -2.060 0.502
H -3.515 -2.908 -2.438
H -2.129 -1.804 -2.575
H -1.875 -3.506 -2.159
C 5.047 4.346 -2.800
C 6.031 4.758 -3.801
N 6.802 5.078 -4.588
H 5.489 4.392 -1.807
H 4.182 5.006 -2.836
H 4.724 3.326 -2.992
C -1.580 -2.340 -6.549
C -1.551 -3.292 -5.439
N -1.529 -4.039 -4.568
H -2.407 -2.578 -7.214
H -1.708 -1.330 -6.164
H -0.647 -2.396 -7.105
C 2.692 -1.201 5.631
C 1.569 -2.095 5.341
N 0.683 -2.793 5.130
H 3.476 -1.341 4.890
H 2.356 -0.166 5.612
H 3.093 -1.424 6.618
```

Output
Gap between HOMO and LUMO ... 7.5 eV
Total charge ... +1



Entry 2:
Entry from the Open Molecules 2025 dataset: a structure of composition C15H32BeN6OP2 (the ωB97M-V functional and the def2-TZVPD basis).

Structure (XYZ):
```
57
C15H32BeN6OP2 (the ωB97M-V functional and the def2-TZVPD basis)
Be 0.239 -0.359 -0.645
P 2.422 -0.599 -0.960
P -0.540 -2.286 0.153
N 0.481 1.385 -1.522
N -1.630 0.170 -0.708
H -0.644 3.166 -1.885
H -2.752 1.985 -0.807
H -0.512 2.683 -0.163
C -0.619 2.295 -1.198
H -2.177 1.366 -2.381
C -1.907 1.469 -1.305
H 1.870 2.890 -2.056
H -3.632 -0.338 -0.331
C 1.753 1.845 -1.724
C -2.583 -0.680 -0.291
C 2.855 1.035 -1.574
C -2.290 -1.956 0.178
H 3.862 1.359 -1.848
H -3.060 -2.626 0.569
H -0.303 -3.531 -0.511
H -0.130 -2.731 1.447
H 2.907 -1.556 -1.903
H 3.335 -0.903 0.090
H -1.979 -1.006 -2.840
C -1.094 -1.312 -3.428
C -1.039 -2.832 -3.504
C -1.126 -0.644 -4.802
O 0.095 -0.857 -2.725
H -1.909 -3.211 -4.066
H -0.115 -3.160 -4.012
H -1.069 -3.274 -2.496
H -1.146 0.456 -4.704
H -0.235 -0.926 -5.391
H -2.028 -0.951 -5.359
H 0.152 0.144 -2.784
C -0.753 -0.078 2.293
N 0.430 0.271 1.396
C 1.649 -0.381 1.980
N 1.848 -0.140 3.420
C 0.669 -0.578 4.171
N -0.508 0.185 3.731
C -0.262 1.612 3.953
N 0.898 2.029 3.149
C 0.620 1.738 1.716
C 2.071 1.300 3.619
H -1.064 -1.115 2.290
H -1.662 0.475 1.972
H 2.531 0.092 1.540
H 1.668 -1.469 1.784
H 0.840 -0.428 5.261
H 0.508 -1.669 4.027
H -1.168 2.201 3.683
H -0.085 1.815 5.034
H 1.409 2.190 1.078
H -0.331 2.270 1.624
H 2.264 1.522 4.693
H 2.977 1.648 3.071
```

Output
Gap between HOMO and LUMO (alpha / beta) ... 7.9 / 4.8 eV
Total charge ... +1
Multiplicity ... 2
<S²> ... 0.79



Entry 3:
Entry from the Open Molecules 2025 dataset: a structure of composition C15H32Br14INNbO (the ωB97M-V functional and the def2-TZVPD basis).

Structure (XYZ):
```
65
C15H32Br14INNbO (the ωB97M-V functional and the def2-TZVPD basis)
N -2.840 -0.172 2.989
C -1.973 0.528 3.305
O -1.080 1.039 4.046
Nb 0.867 0.252 3.839
I 0.386 -0.727 1.258
H 0.399 -1.389 4.557
H 2.570 -0.336 3.649
H 1.447 1.873 3.170
H 1.344 0.796 5.488
Br 3.817 2.868 0.937
C 3.480 4.589 1.766
C 2.086 5.063 1.465
Br 1.931 5.753 -0.353
H 4.250 5.269 1.420
H 3.595 4.422 2.834
H 1.815 5.896 2.109
H 1.349 4.274 1.566
Br -4.682 -2.262 -1.459
C -3.342 -3.517 -2.110
C -2.146 -3.571 -1.197
Br -0.992 -2.022 -1.418
H -3.091 -3.214 -3.118
H -3.846 -4.478 -2.138
H -1.524 -4.429 -1.442
H -2.416 -3.608 -0.146
Br -4.983 -4.681 -4.902
C -6.025 -3.041 -4.708
C -7.020 -2.864 -5.820
Br -6.167 -2.280 -7.472
H -5.310 -2.228 -4.646
H -6.536 -3.141 -3.756
H -7.729 -2.079 -5.570
H -7.556 -3.775 -6.054
Br -3.435 7.939 -0.581
C -2.151 6.510 -0.251
C -2.367 5.867 1.090
Br -1.697 6.982 2.538
H -1.163 6.944 -0.354
H -2.314 5.789 -1.048
H -1.804 4.939 1.159
H -3.412 5.670 1.304
Br -7.414 -6.247 -7.357
C -7.162 -5.732 -9.216
C -6.439 -6.799 -9.992
Br -4.535 -6.810 -9.591
H -6.636 -4.784 -9.208
H -8.164 -5.587 -9.613
H -6.507 -6.604 -11.060
H -6.810 -7.796 -9.783
Br 5.583 -1.100 3.327
C 6.362 0.117 2.030
C 7.681 0.667 2.501
Br 7.438 2.045 3.852
H 5.625 0.891 1.846
H 6.500 -0.474 1.127
H 8.205 1.157 1.684
H 8.322 -0.091 2.939
Br 6.149 0.282 8.028
C 7.894 0.790 8.717
C 8.775 1.347 7.632
Br 9.478 -0.057 6.488
H 8.317 -0.090 9.189
H 7.698 1.547 9.472
H 9.649 1.834 8.059
H 8.254 2.045 6.984
```

Output
Gap between HOMO and LUMO ... 7.0 eV
Total charge ... -1
Energy relative to the best compared isomer or geometry (same formula, charge and spin) ... 0.0 kcal/mol



Entry 4:
Entry from the Open Molecules 2025 dataset: a cluster of 2 separate species, C15H32ClNO4PS2 in total (the ωB97M-V functional and the def2-TZVPD basis).

Structure (XYZ):
```
56
C15H32ClNO4PS2 (the ωB97M-V functional and the def2-TZVPD basis)
O -3.265 0.221 2.133
C -3.654 1.499 2.257
C -3.306 2.684 1.178
C -3.213 2.197 -0.385
C -4.334 1.090 -0.838
C -3.990 0.713 -2.430
S -3.063 -0.957 -2.451
O -2.327 -1.175 -3.801
O -4.159 -2.059 -2.237
Cl -1.702 -1.035 -0.816
O -4.417 1.931 3.475
C -5.865 1.932 3.205
P -6.562 0.188 2.775
S -5.691 -1.085 3.992
H -2.229 3.102 1.478
H -4.029 3.622 1.242
H -2.114 1.857 -0.630
H -3.408 3.172 -1.046
H -4.295 0.074 -0.260
H -5.440 1.473 -0.844
H -4.965 0.648 -3.080
H -3.195 1.493 -2.858
H -6.164 2.742 2.387
H -6.446 2.267 4.193
H -8.015 0.126 2.972
H -6.220 -0.109 1.393
C 6.488 -1.642 1.554
C 5.007 -1.438 1.870
C 4.053 -2.009 0.815
N 3.695 -1.055 -0.365
C 2.674 -0.008 0.115
C 2.133 0.826 -1.041
C 1.533 -0.038 -2.144
C 2.493 -1.119 -2.611
C 3.042 -1.939 -1.450
C 4.946 -0.385 -0.922
H 6.856 -0.952 0.794
H 7.089 -1.466 2.453
H 6.685 -2.664 1.214
H 4.805 -0.385 2.088
H 4.814 -1.985 2.802
H 3.099 -2.271 1.290
H 4.468 -2.924 0.378
H 1.856 -0.552 0.601
H 3.166 0.627 0.858
H 1.362 1.507 -0.663
H 2.922 1.462 -1.458
H 1.244 0.590 -2.992
H 0.615 -0.510 -1.771
H 3.310 -0.671 -3.187
H 1.975 -1.790 -3.307
H 3.802 -2.649 -1.798
H 2.233 -2.500 -0.964
H 5.673 -1.165 -1.163
H 5.327 0.315 -0.175
H 4.701 0.176 -1.825
```

Output
Gap between HOMO and LUMO ... 6.5 eV
Total charge ... +1



Entry 5:
Entry from the Open Molecules 2025 dataset: a cluster of 3 separate species, C15H32F3N4 in total (the ωB97M-V functional and the def2-TZVPD basis).

Structure (XYZ):
```
54
C15H32F3N4 (the ωB97M-V functional and the def2-TZVPD basis)
N 2.770 2.902 0.116
C 1.496 3.316 0.014
N 1.096 4.543 -0.335
C -0.223 4.501 -0.320
N -0.664 3.294 0.045
C -2.007 2.743 0.207
F -2.346 2.696 1.477
F -2.842 3.499 -0.477
F -1.951 1.511 -0.292
N 0.429 2.520 0.233
H 3.081 2.378 0.909
H 3.424 3.235 -0.566
H -0.863 5.329 -0.552
H 0.451 1.540 0.491
C 0.091 -1.198 5.912
C 0.033 -2.258 4.814
C 0.879 -1.911 3.590
C 0.454 -0.637 2.862
C -0.996 -0.624 2.373
C -1.301 -1.720 1.354
H -0.297 -0.237 5.570
H -0.506 -1.502 6.772
H 1.117 -1.049 6.253
H -1.007 -2.427 4.522
H 0.391 -3.205 5.221
H 0.860 -2.754 2.894
H 1.922 -1.803 3.898
H 1.123 -0.495 2.000
H 0.615 0.228 3.514
H -1.197 0.351 1.915
H -1.684 -0.706 3.217
H -0.662 -1.631 0.476
H -2.336 -1.657 1.018
H -1.155 -2.714 1.776
C -0.491 -0.721 -5.915
C -0.215 -1.732 -4.805
C -0.928 -1.402 -3.494
C -0.520 -0.073 -2.859
C 0.973 0.070 -2.554
C 1.481 -0.945 -1.536
H -0.141 0.278 -5.652
H 0.017 -1.012 -6.835
H -1.560 -0.661 -6.128
H 0.863 -1.813 -4.641
H -0.546 -2.718 -5.136
H -0.759 -2.215 -2.782
H -2.007 -1.383 -3.670
H -1.086 0.052 -1.932
H -0.825 0.752 -3.510
H 1.154 1.080 -2.163
H 1.556 -0.003 -3.474
H 0.942 -0.845 -0.591
H 2.544 -0.797 -1.335
H 1.356 -1.968 -1.888
```

Output
Gap between HOMO and LUMO ... 9.5 eV
Total charge ... +1



Entry 6:
Entry from the Open Molecules 2025 dataset: a cluster of 5 separate species, C15H32FO4S in total (the ωB97M-V functional and the def2-TZVPD basis).

Structure (XYZ):
```
53
C15H32FO4S (the ωB97M-V functional and the def2-TZVPD basis)
C 4.826 -1.218 -1.372
C 3.532 -0.341 -1.558
C 2.827 0.025 -0.332
C 1.610 0.796 -0.467
C 1.164 1.169 -1.820
C -0.191 1.963 -1.873
S -1.446 0.783 -1.159
C -3.101 1.578 -1.277
C -4.315 0.573 -1.241
C -4.093 -0.766 -2.019
F -5.387 1.238 -1.890
C 1.882 0.825 -3.026
C 3.107 0.051 -2.886
H 4.510 -2.268 -1.629
H 5.146 -1.232 -0.301
H 5.627 -0.906 -2.080
H 3.163 -0.271 0.681
H 1.012 1.108 0.426
H -0.150 2.922 -1.301
H -0.457 2.193 -2.936
H -1.343 -0.313 -1.987
H -3.140 2.191 -2.210
H -3.195 2.230 -0.366
H -4.641 0.362 -0.196
H -5.088 -1.059 -2.450
H -3.392 -0.681 -2.889
H -3.787 -1.624 -1.363
H 1.529 1.130 -4.042
H 3.659 -0.240 -3.820
C 4.524 -2.777 -5.627
O 3.972 -1.463 -5.667
H 4.677 -3.059 -4.586
H 3.836 -3.484 -6.095
H 5.483 -2.793 -6.149
H 3.845 -1.236 -6.594
C -1.803 1.950 3.235
O -0.686 1.783 2.354
H -1.467 2.466 4.132
H -2.576 2.548 2.744
H -2.204 0.975 3.509
H -1.006 1.327 1.571
C 1.168 -0.511 5.173
O 0.628 0.803 5.115
H 1.316 -0.781 6.217
H 0.474 -1.220 4.712
H 2.129 -0.543 4.652
H 0.505 1.020 4.182
C -4.031 -1.144 5.730
O -3.289 -0.019 5.270
H -4.717 -1.454 4.943
H -3.353 -1.969 5.962
H -4.604 -0.874 6.620
H -2.689 0.237 5.981
```

Output
Gap between HOMO and LUMO ... 8.8 eV
Total charge ... +1
Energy relative to the best compared isomer or geometry (same formula, charge and spin) ... 0.0 kcal/mol



Entry 7:
Entry from the Open Molecules 2025 dataset: a structure of composition C15H32MgN6O7 (the ωB97M-V functional and the def2-TZVPD basis).

Structure (XYZ):
```
61
C15H32MgN6O7 (the ωB97M-V functional and the def2-TZVPD basis)
O 0.224 0.088 -3.420
H 0.868 0.808 -3.682
Mg -0.010 0.254 -1.447
N -0.528 2.336 -0.355
N 1.336 1.995 -2.062
N -1.518 -0.561 0.024
N -0.629 -1.839 -1.953
O -1.486 2.481 0.528
O -1.828 0.035 1.218
O -0.317 -2.461 -3.165
O 1.995 1.927 -3.166
C 1.431 3.141 -1.367
C 0.374 3.348 -0.431
C -2.026 -1.788 -0.107
C -1.555 -2.497 -1.272
C 0.304 4.584 0.402
H 1.081 4.580 1.181
H -0.678 4.657 0.879
H 0.469 5.470 -0.225
C 2.546 4.091 -1.609
H 2.816 4.082 -2.671
H 3.435 3.795 -1.034
H 2.277 5.106 -1.307
C -2.942 -2.439 0.870
C -2.050 -3.841 -1.660
H -3.237 -1.719 1.638
H -2.451 -3.298 1.350
H -3.836 -2.817 0.357
H -1.748 -4.052 -2.689
H -3.142 -3.880 -1.574
H -1.636 -4.613 -0.997
H -1.692 1.039 0.995
H 0.092 -1.716 -3.671
C -1.259 0.849 -2.982
H -1.097 1.920 -3.049
H -1.761 0.477 -2.061
H -1.843 0.496 -3.829
O -4.189 2.853 -0.564
H -4.747 2.162 -0.174
H -3.311 2.729 -0.134
C 1.942 -2.848 -0.051
N 1.716 -2.149 1.193
C 1.658 -2.949 2.397
C 1.853 -2.102 3.625
C 1.044 -0.836 3.528
N 1.404 -0.142 2.313
C 1.253 1.296 2.310
C 1.511 -0.810 1.135
O 1.413 -0.224 0.015
H 2.763 -2.384 -0.615
H 1.046 -2.832 -0.688
H 2.209 -3.884 0.180
H 0.685 -3.468 2.449
H 2.433 -3.720 2.323
H 2.913 -1.851 3.733
H 1.551 -2.664 4.512
H 1.250 -0.161 4.363
H -0.037 -1.069 3.529
H 0.265 1.609 1.948
H 1.379 1.646 3.341
H 2.016 1.759 1.673
```

Output
Gap between HOMO and LUMO (alpha / beta) ... 5.1 / 5.1 eV
Total charge ... 0
Energy relative to the best compared isomer or geometry (same formula, charge and spin) ... 19.7 kcal/mol



Entry 8:
Entry from the Open Molecules 2025 dataset: a structure of composition C15H32N7O6PSr (the ωB97M-V functional and the def2-TZVPD basis).

Structure (XYZ):
```
62
C15H32N7O6PSr (the ωB97M-V functional and the def2-TZVPD basis)
O -0.745 -0.098 -4.417
H -0.735 0.398 -5.259
Sr -0.107 -0.137 -2.155
N -0.677 2.166 -0.564
N 1.054 2.069 -2.370
N -1.885 -0.954 -0.367
N -1.524 -2.194 -2.599
O -1.602 2.166 0.362
O -2.204 -0.311 0.805
O -1.577 -2.856 -3.837
O 2.084 1.370 -2.689
C 1.229 3.115 -1.508
C 0.216 3.201 -0.520
C -2.387 -2.199 -0.417
C -2.140 -2.900 -1.657
C 0.227 4.253 0.532
H 1.005 4.055 1.288
H -0.746 4.296 1.033
H 0.442 5.233 0.086
C 2.447 3.950 -1.562
H 2.734 4.118 -2.608
H 3.293 3.457 -1.056
H 2.283 4.920 -1.082
C -3.141 -2.811 0.714
C -2.589 -4.278 -1.967
H -3.737 -2.054 1.234
H -2.454 -3.270 1.443
H -3.807 -3.598 0.346
H -1.791 -4.841 -2.467
H -3.462 -4.266 -2.635
H -2.868 -4.807 -1.053
H -1.976 0.676 0.607
H -1.299 -2.169 -4.478
C -1.881 0.849 -3.326
H -1.311 1.727 -2.966
H -2.351 0.087 -2.674
H -2.587 1.162 -4.086
O -4.011 2.801 -1.090
H -4.813 2.493 -0.646
H -3.279 2.596 -0.462
C 3.357 -1.900 2.782
N 3.597 -0.497 2.374
C 2.928 0.412 3.329
N 1.478 0.138 3.448
C 1.280 -1.277 3.840
N 1.913 -2.218 2.892
C 1.255 -2.209 1.586
P 1.333 -0.531 0.755
C 3.166 -0.252 0.997
C 0.752 0.477 2.230
H 3.815 -2.051 3.772
H 3.809 -2.567 2.035
H 3.068 1.449 2.992
H 3.382 0.262 4.320
H 0.202 -1.487 3.888
H 1.747 -1.422 4.827
H 1.743 -2.940 0.925
H 0.197 -2.497 1.687
H 3.399 0.783 0.706
H 3.704 -0.925 0.314
H -0.324 0.293 2.366
H 0.874 1.546 1.999
```

Output
Gap between HOMO and LUMO ... 4.7 eV
Total charge ... 0
Energy relative to the best compared isomer or geometry (same formula, charge and spin) ... 0.0 kcal/mol



In hartree, the electronic energy values for the records above are, in order, -3023.4658, -1691.6961, -37111.5232, -2543.9368, -1109.1212, -1389.3648, -1645.9247, -1797.2958.